Density functional theory data (ωB97M-V/def2-TZVPD) for 15 unconnected molecules or ions with the total composition C84H144N12O20 at a distorted geometry.

As for the total charge: +6. The max |F| comes out at 5.2 eV Å⁻¹. As for the energy: -5447.12722 Eh. Its multiplicity is 1.

Geometry as XYZ:
```
260
C84H144N12O20 ωB97M-V/def2-TZVPD
H -1.56 -1.79 -0.99
O -2.01 1.76 -5.66
H 7.37 8.49 11.03
H -5.32 -0.02 -3.82
H 1.43 -6.00 -4.99
O -4.34 4.23 -2.62
H 8.25 6.17 10.05
C 6.79 9.87 9.47
H -1.45 2.98 -12.39
O -0.82 -6.38 1.61
H 1.88 -5.11 -1.09
C -1.96 5.16 -8.17
C -11.54 -1.02 6.71
C 2.29 -3.23 -2.89
H 7.66 6.37 7.99
H 6.33 0.62 2.05
H -4.83 2.53 1.69
C 6.01 -7.19 1.45
C -4.46 -1.63 -8.63
C 6.28 1.66 -2.17
H -1.56 5.31 -11.55
H -2.92 8.41 -3.01
C 6.05 -0.30 -0.63
H 0.31 -7.12 -4.28
H -2.78 -1.77 -7.33
N -3.31 7.42 -4.84
C -5.80 0.52 1.71
C -2.64 -5.97 -6.92
H 4.08 -6.72 2.08
H -6.28 -4.00 -9.92
C -6.31 -1.44 -10.12
C 6.16 -8.11 2.67
N -1.20 3.60 -10.41
C 6.29 1.96 0.27
H 5.90 -7.79 0.47
C 6.27 2.65 2.70
H -1.08 -5.57 7.81
H -0.64 1.75 -11.22
H -1.85 -0.57 1.68
C 4.95 -6.24 1.66
H 5.24 1.95 0.30
H -3.00 9.12 -5.81
C 0.02 -2.10 5.28
C 2.32 2.99 -2.18
H 1.86 -5.93 1.79
H -2.18 7.86 -7.92
H -4.52 7.63 -3.15
H 8.42 8.34 9.59
H 7.38 10.61 10.00
C -5.94 -1.93 5.31
C -3.71 -3.70 -7.75
C -0.41 -1.97 0.92
H 3.53 8.82 9.68
C 5.32 10.02 9.77
H 6.38 -4.50 -0.21
C -1.59 -5.22 6.92
H 3.15 2.67 -1.54
C -10.56 -2.81 4.81
C -7.97 -2.78 3.82
O 3.52 0.85 0.28
C -10.17 -0.99 6.36
C 6.08 -1.24 -1.89
C 7.36 8.48 9.97
H -4.41 -0.54 -8.60
H 7.85 0.86 -3.45
H -1.41 1.16 -2.10
H 6.69 2.95 0.04
H -1.69 3.26 -7.09
H -5.04 -1.63 5.88
H -6.47 -1.87 -11.09
C -1.61 3.85 -8.00
H -12.63 -3.25 4.59
H -7.20 -1.23 -9.61
O -1.94 0.84 -7.73
H -7.33 -1.08 0.33
N 4.59 -5.23 0.62
H 7.15 6.24 11.38
H -0.91 2.13 -9.07
N -5.37 -2.25 -9.36
C -1.57 0.87 -1.09
C 3.39 -4.46 1.18
H -3.99 -2.25 3.18
H 5.91 6.72 5.54
H -5.88 -0.47 -10.21
H -9.64 -0.16 6.85
O 3.32 -1.11 1.29
H 5.33 -8.81 2.68
H -1.07 -2.74 1.27
C -7.18 -1.56 5.70
O -5.14 2.18 -2.11
H 0.63 -2.27 1.18
H 6.90 -1.96 -1.82
H 6.99 -8.81 2.48
H 3.36 -3.50 0.65
C -2.94 5.29 -5.86
H -2.29 0.05 -0.89
O -2.14 -0.56 -6.05
C 4.58 8.74 9.24
H 6.49 5.14 5.87
H 6.65 2.40 3.72
H -3.95 1.24 2.42
H 0.20 3.18 -11.89
C -3.62 -2.32 -7.79
N -6.13 0.68 0.38
H 0.45 2.30 -2.99
C -0.76 2.79 -11.58
C -5.50 -3.56 -9.29
O -3.99 -0.73 -1.84
C -2.92 8.05 -5.94
C 0.61 -6.63 -5.21
H -1.72 -2.83 -5.91
H -0.43 -1.54 4.44
C -1.81 -5.47 1.46
H 6.67 3.64 2.49
C -6.78 -0.39 -0.33
C -3.34 6.04 -4.78
H 7.82 1.52 1.84
H 1.70 1.54 -0.32
H -14.12 -2.91 6.38
O 2.18 -2.07 -3.62
H -4.24 -3.99 3.57
O -4.48 -0.53 -4.07
H -4.09 9.18 -3.99
C 6.77 0.82 -3.34
H 3.63 -0.11 3.19
H 6.39 1.43 -4.18
H -0.72 -3.34 7.32
C -3.69 -0.69 -3.01
N -0.23 0.59 -0.54
C 4.43 -5.89 -0.74
H -2.31 -0.65 -4.40
C -0.75 -4.56 -5.51
O -3.19 2.37 -3.14
H -6.36 -3.85 2.70
H -11.99 -0.41 7.51
H -2.70 -5.23 7.05
C 2.02 -5.22 0.98
H 4.62 8.75 8.12
H -6.05 -0.96 -0.96
O -1.81 -4.54 2.34
C -11.90 -2.66 5.09
H 4.56 6.53 7.83
H -3.82 -2.98 4.92
H -14.43 -1.29 5.77
H 5.08 -3.31 -0.09
H -3.10 4.23 -5.82
C 7.19 6.09 10.28
C 5.14 7.52 9.99
C -1.21 3.14 -9.14
H -8.67 -3.09 3.05
H 0.95 0.64 1.29
H 1.10 -6.55 -0.46
C 0.74 1.68 -0.86
C 3.21 -6.80 -0.68
H -3.68 5.60 -3.87
H 5.03 -0.07 -0.38
N -5.71 -2.68 4.24
H 1.35 -0.89 -0.66
H 0.90 -7.29 -6.01
H -1.38 -5.84 6.11
O -0.27 -4.47 4.61
O -2.67 -5.47 0.69
H 2.79 3.35 -3.05
C -6.67 -3.13 3.47
N -12.37 -1.82 6.04
C -1.84 5.73 -9.48
H 6.40 -0.70 0.30
H 5.19 1.66 -2.13
H 5.35 -6.43 -0.90
C 6.73 6.87 8.14
N 6.77 1.01 -0.84
H 6.75 7.83 7.57
C 8.28 1.06 -0.86
H -0.49 -0.79 2.64
H -10.26 -3.64 4.19
C -0.16 0.56 0.97
C -1.48 -6.58 -6.39
H 8.62 0.40 -1.59
H 5.17 7.52 11.08
C -2.46 5.97 -7.01
C 6.00 -0.52 -3.30
H -0.96 -6.95 0.89
H -5.14 4.35 -2.10
C -0.79 -0.71 1.63
H -3.29 -6.63 -7.53
H 7.02 -6.84 1.20
C 1.21 1.97 -2.32
H 3.56 -4.29 2.23
O -6.06 -0.51 2.38
H 4.28 -5.08 -1.44
C -9.66 -1.92 5.43
N -1.04 -3.80 6.55
H 4.65 6.64 9.80
O 2.80 -3.16 -1.78
H 1.53 1.00 -2.73
H 5.18 -5.57 2.50
C 5.59 -4.13 0.45
C -2.74 -4.53 -6.90
C 1.96 -5.92 -0.37
H 0.05 -4.08 -4.96
H -0.04 -2.66 -1.03
H -7.31 -1.00 6.63
C 5.50 6.05 7.59
C -1.84 -3.90 -6.10
C -1.50 4.94 -10.54
H 6.21 -1.22 -4.09
C 5.67 5.82 6.15
O 1.77 -4.19 -3.61
C 3.44 0.10 1.35
H -1.36 -7.64 -6.52
C -4.97 1.67 2.32
H 1.93 3.82 -1.66
H 5.92 -3.77 1.42
H 1.74 -2.43 -4.38
H -5.61 1.31 -0.24
C -3.78 8.19 -3.68
H -5.35 1.94 3.31
H 6.93 9.94 8.42
H 5.12 -1.77 -1.69
H -1.85 1.71 -0.52
C -0.49 -1.83 -0.58
H 5.47 5.12 8.19
H -2.05 6.73 -9.76
C -8.25 -1.97 4.91
H 4.77 5.45 5.70
H 5.23 2.71 2.69
C -4.69 -4.36 -8.54
H 6.74 2.62 -2.23
H 1.10 -1.98 5.29
H 0.33 2.57 -0.41
H 3.11 -7.23 -1.70
H 8.62 2.11 -1.01
C -2.05 0.59 -6.50
H -0.31 -1.69 6.24
C -4.22 2.81 -2.58
C -0.38 -3.59 5.43
H -1.07 -4.42 3.04
H 1.24 -4.49 1.08
H -0.75 1.39 1.33
H 3.44 -7.58 0.06
H 6.35 -7.68 3.69
N -0.56 -5.85 -5.72
O -2.36 -0.76 -3.42
C 6.75 1.60 1.73
H -13.85 -1.48 7.42
H 6.78 5.17 9.85
C 0.35 -0.72 -1.05
C -13.83 -1.88 6.41
O 3.75 0.67 2.58
C -2.44 7.35 -7.04
H 0.44 -0.67 -2.14
N 6.57 7.26 9.58
H 5.15 10.04 10.86
H 8.56 0.63 0.12
C -4.32 -2.98 3.96
H -7.54 0.02 -0.96
H 5.02 10.95 9.28
H -2.26 1.60 -4.70
H 4.92 -0.24 -3.37
H -4.70 -5.38 -8.71
```

Results of the Löwdin charge analysis, in e, for atoms 1 through 2:
1. H 0.14
2. O 0.00